Entry 1:
Density functional theory data (ωB97M-V/def2-TZVPD) for a cluster of 2 separate species, C6H12O2 in total in a non-equilibrium geometry.

Geometry (Å):
C (-2.977, 1.185, 1.046)
C (-2.382, -0.022, 0.346)
C (-1.132, 0.072, -0.195)
C (-0.361, -0.786, -0.991)
C (1.080, -0.609, -0.652)
O (1.859, -1.744, -0.791)
C (1.836, 0.592, -1.256)
H (-3.080, 1.998, 0.332)
H (-2.295, 1.452, 1.865)
H (-3.880, 0.827, 1.517)
H (-2.925, -0.937, 0.588)
H (-0.723, 1.075, -0.197)
H (-0.772, -1.770, -1.219)
H (1.067, -0.439, 0.439)
H (2.020, 0.332, -2.320)
H (1.339, 1.546, -1.370)
H (2.816, 0.734, -0.784)
H (2.359, -1.695, 0.063)
H (3.347, -0.855, 2.182)
O (2.802, -0.955, 1.399)

Calculated values
E_HOMO (eV): -7.6
Frontier orbital gap (eV): 4.7
DFT total energy (eV): -10505.719



Entry 2:
Density functional theory data (ωB97M-V/def2-TZVPD) for the ion C3H6N2O2 with charge +1 in a non-equilibrium geometry.

Geometry (Å):
O (-0.927, -0.934, 1.868)
C (-0.506, -1.327, 0.819)
C (0.913, -1.237, 0.404)
N (1.076, -0.120, -0.585)
C (0.067, 0.855, -0.821)
N (-0.469, 1.590, 0.192)
O (-0.077, 1.192, -1.982)
H (-1.241, -1.617, 0.052)
H (1.815, -1.224, 1.034)
H (1.229, -2.131, -0.165)
H (1.238, -0.568, -1.489)
H (-0.953, 2.403, -0.183)
H (-0.952, 1.125, 0.957)

Calculated values
E_HOMO (alpha / beta) (eV): -15.4 / -15.4
⟨S²⟩: 0.77
Net charge: +1
Frontier orbital gap (alpha / beta) (eV): 10.9 / 5.6
Multiplicity: 2
DFT total energy (eV): -10273.038



Entry 3:
Density functional theory data (ωB97M-V/def2-TZVPD) for a structure of composition C30H60FMgNO24 in a non-equilibrium geometry.

Geometry (Å):
Mg (-2.575, -0.688, -1.297)
N (-4.579, -0.607, -2.761)
O (-3.749, 0.274, -2.702)
O (-4.413, -1.319, -1.833)
O (-5.504, -0.750, -3.593)
F (-0.904, 0.030, -0.762)
C (-4.922, 1.718, 0.839)
C (-5.272, 0.488, 1.666)
C (-4.182, -0.500, 1.333)
O (-3.472, 0.088, 0.246)
C (-3.483, 1.556, 0.408)
H (-5.083, 2.608, 1.448)
H (-5.523, 1.780, -0.068)
H (-6.226, 0.096, 1.315)
H (-5.320, 0.568, 2.751)
H (-4.630, -1.439, 1.008)
H (-3.595, -0.672, 2.235)
H (-3.171, 2.069, -0.502)
H (-2.711, 1.842, 1.123)
C (-0.312, 3.510, 6.043)
C (0.278, 3.559, 4.653)
C (-0.966, 3.552, 3.780)
O (-1.911, 2.708, 4.497)
C (-1.634, 2.731, 5.921)
H (-0.540, 4.497, 6.445)
H (0.372, 3.058, 6.762)
H (0.844, 2.645, 4.474)
H (0.957, 4.406, 4.551)
H (-0.760, 2.980, 2.876)
H (-1.328, 4.527, 3.455)
H (-1.535, 1.743, 6.370)
H (-2.366, 3.314, 6.481)
C (0.236, 3.253, -2.058)
C (-0.388, 4.539, -2.698)
C (-1.141, 3.937, -3.931)
O (-0.349, 2.755, -4.336)
C (0.538, 2.321, -3.257)
H (-0.506, 2.759, -1.430)
H (1.121, 3.501, -1.471)
H (0.432, 5.186, -3.012)
H (-0.956, 5.080, -1.941)
H (-1.410, 4.626, -4.731)
H (-2.077, 3.600, -3.486)
H (1.603, 2.375, -3.482)
H (0.343, 1.291, -2.958)
C (3.878, 1.012, -6.938)
O (3.634, 0.544, -5.620)
C (2.680, -0.321, -5.346)
O (1.743, -0.685, -6.099)
O (2.878, -0.632, -4.040)
C (1.926, -1.380, -3.295)
H (4.726, 1.695, -6.910)
H (3.010, 1.544, -7.328)
H (4.110, 0.252, -7.684)
H (1.735, -2.321, -3.811)
H (1.017, -0.831, -3.048)
H (2.305, -1.556, -2.289)
C (-1.319, -0.547, -5.279)
O (-1.004, -1.884, -4.955)
C (-1.371, -2.260, -3.750)
O (-1.673, -1.548, -2.805)
O (-1.247, -3.622, -3.595)
C (-0.783, -4.536, -4.585)
H (-0.677, 0.239, -4.880)
H (-2.316, -0.216, -4.990)
H (-1.332, -0.395, -6.358)
H (-1.566, -4.824, -5.287)
H (-0.478, -5.393, -3.984)
H (0.107, -4.140, -5.075)
C (3.759, 4.059, 2.828)
O (2.926, 3.520, 1.770)
C (3.062, 2.202, 1.502)
O (3.724, 1.409, 2.195)
O (2.456, 1.976, 0.309)
C (2.250, 0.660, -0.195)
H (3.255, 3.821, 3.764)
H (3.787, 5.146, 2.749)
H (4.796, 3.726, 2.776)
H (3.031, -0.018, 0.149)
H (2.367, 0.725, -1.277)
H (1.323, 0.206, 0.154)
C (2.926, -2.733, 2.818)
O (4.000, -2.205, 2.164)
C (4.155, -2.334, 0.818)
O (3.371, -2.865, -0.003)
O (5.304, -1.711, 0.497)
C (5.747, -1.717, -0.859)
H (3.068, -2.289, 3.804)
H (2.981, -3.816, 2.922)
H (2.001, -2.376, 2.364)
H (5.040, -1.206, -1.512)
H (6.014, -2.748, -1.091)
H (6.648, -1.113, -0.974)
C (0.374, -3.439, -0.292)
O (-0.729, -3.988, 0.386)
C (-1.998, -3.500, 0.188)
O (-2.271, -2.449, -0.342)
O (-2.898, -4.393, 0.545)
C (-2.574, -5.653, 1.077)
H (0.100, -2.529, -0.825)
H (0.632, -4.127, -1.098)
H (1.203, -3.138, 0.349)
H (-3.456, -6.195, 1.417)
H (-1.795, -5.634, 1.838)
H (-2.231, -6.178, 0.186)
C (-0.640, 0.265, 3.024)
O (-0.102, 0.077, 4.373)
C (0.133, -1.164, 4.804)
O (0.080, -2.189, 4.141)
O (0.237, -1.092, 6.070)
C (0.269, -2.238, 6.818)
H (-1.710, 0.465, 3.084)
H (-0.531, -0.530, 2.287)
H (-0.119, 1.086, 2.529)
H (-0.701, -2.728, 6.739)
H (0.405, -1.915, 7.850)
H (1.113, -2.925, 6.756)

Calculated values
E_HOMO (eV): -9.2
Frontier orbital gap (eV): 9.7
DFT total energy (eV): -90872.440



Entry 4:
Density functional theory data (ωB97M-V/def2-TZVPD) for the ion C3H7N2O2 with charge -1 in a non-equilibrium geometry.

Geometry (Å):
N (-1.690, 1.111, 0.284)
C (-0.975, 0.312, 1.111)
O (-0.724, 0.649, 2.263)
C (-0.296, -0.918, 0.554)
N (0.207, -0.581, -0.798)
C (1.629, 0.068, -0.860)
O (2.609, -0.760, -1.026)
H (-1.689, 0.926, -0.699)
H (-1.936, 2.044, 0.600)
H (-1.057, -1.704, 0.419)
H (0.511, -1.285, 1.180)
H (0.237, -1.405, -1.379)
H (1.713, 0.722, 0.053)
H (1.460, 0.821, -1.701)

Calculated values
E_HOMO (eV): -2.6
Net charge: -1
Frontier orbital gap (eV): 6.6
DFT total energy (eV): -10299.849